DFT (ωB97M-V with the def2-TZVPD basis set) results for 5 unconnected molecules or ions with the total composition H10O5.

Each atom is followed by the atoms it is bonded to, with distances in Å.
Geometry (Å):
1 O 1.17911 1.48571 -0.24501  H2 0.957, H3 0.957
2 H 2.13010 1.56180 -0.32294  O1 0.957
3 H 0.84123 1.85342 -1.06162  O1 0.957
4 O 0.67808 1.44317 2.43985  H5 0.957, H6 0.957
5 H 0.83706 1.43268 1.49600  O4 0.957
6 H 0.78778 2.36016 2.69151  O4 0.957
7 O -0.29358 -1.07868 -0.97430  H8 0.957, H9 0.957
8 H 0.23609 -0.61873 -0.32305  O7 0.957
9 H -1.04087 -0.50050 -1.12759  O7 0.957
10 O -0.09429 -3.90044 -1.66287  H11 0.957, H12 0.957
11 H -0.78349 -4.10875 -2.29361  O10 0.957
12 H -0.24054 -2.98045 -1.44271  O10 0.957
13 O -1.64201 0.70287 0.97623  H14 0.957, H15 0.957
14 H -1.81148 1.50133 0.47628  O13 0.957
15 H -0.78320 0.84640 1.37383  O13 0.957

Summary:
Orbital gap (alpha / beta) in hartree: 0.42940 / 0.11942
Net charge: +1
Energy above the lowest of the compared OMol25 structures with the same formula, charge and spin in kcal per mole: 25.3
E in eV: -10388.7249
2S+1: 2
HOMO energy (alpha / beta) in eV: -15.219 / -14.693
LUMO energy (alpha / beta) in eV: -3.53 / -11.44
Maximum force in eV/A: 1.72
⟨S²⟩: 0.76